Record 1
Density functional theory data (the ωB97M-V functional and the def2-TZVPD basis) for a molecular structure, C40H34Br2O3P2S2Ta.

Summary:
Total charge ... +1
Relative energy (zero: lowest compared OMol25 entry of this formula, charge and spin) ... 0.864 eV
Calculated total energy ... -230057.70907 eV
HOMO level ... -10.655 eV
Kohn-Sham gap ... 7.34 eV
M ... 1029.5 g mol⁻¹

```
84
C40H34Br2O3P2S2Ta (the ωB97M-V functional and the def2-TZVPD basis)
C 0.76 -1.39 -0.85
H 1.82 0.21 3.25
C 4.60 -1.26 -2.63
Br -1.32 2.01 6.66
H 0.02 8.13 -0.31
H 1.15 0.86 5.52
H 1.35 -5.97 3.81
C -1.30 -3.47 -1.47
H 1.33 -1.32 -3.52
H 4.35 -6.77 0.48
C -2.61 -5.05 -3.33
C 1.24 6.50 0.33
H 0.07 -3.01 -3.05
H 0.54 2.72 -2.66
H 2.64 -4.06 -2.34
H 2.93 1.48 -4.15
C 5.17 -1.13 -3.88
H -1.09 -4.43 -4.71
H -3.13 -5.66 -4.06
C -2.45 -4.17 -1.10
H 4.47 -4.95 2.16
S -1.61 -1.01 0.57
H 1.90 2.78 -4.77
C 0.83 0.61 3.40
H 6.24 -1.07 -3.98
C 0.10 7.06 -0.24
C 3.02 -4.26 -1.35
C -0.92 6.24 -0.70
C 2.29 2.32 -3.86
Ta 0.54 0.37 0.27
C 1.37 5.12 0.44
C 0.46 0.98 4.69
C 3.61 -3.49 0.86
H 0.06 -5.34 -0.22
H -1.80 6.69 -1.13
H 4.81 -1.02 -5.99
C -0.82 -3.56 -2.77
H -4.00 -5.50 -1.75
P -0.46 -2.45 -0.26
C 4.06 -4.76 1.18
C -1.69 1.67 3.86
C 0.27 -4.94 0.77
S 2.98 -0.20 0.50
H -1.60 4.21 -0.95
H 2.90 3.07 -3.35
C 2.98 -1.18 -4.89
C 0.34 4.32 -0.03
C 4.36 -1.10 -5.01
C -0.81 4.87 -0.60
H -2.83 -4.10 -0.09
C 3.99 -5.78 0.24
C 3.47 -5.53 -1.03
H 1.00 -3.57 4.30
H 2.52 1.55 -1.56
C -1.47 -4.36 -3.70
O 1.66 1.18 -1.81
C 0.81 -3.95 3.31
C 0.07 -3.59 1.05
H 5.23 -1.31 -1.75
H 0.17 -2.06 2.56
C -3.10 -4.96 -2.04
C 3.10 -3.24 -0.41
H 0.87 -6.84 1.55
C 0.73 -5.79 1.76
Br 2.63 7.61 0.95
C -0.80 1.50 4.91
C 0.35 -3.10 2.32
C 3.21 -1.34 -2.50
C -1.31 1.28 2.58
H -2.67 2.09 4.04
H 2.25 4.68 0.88
C 2.41 -1.29 -3.63
H 2.35 -1.15 -5.77
C -0.05 0.74 2.32
O -0.44 2.06 -0.35
C 1.15 1.87 -2.98
H -2.03 1.41 1.78
P 2.47 -1.62 -0.89
C 1.00 -5.30 3.03
H 3.42 -6.32 -1.76
C 0.48 2.86 0.10
H 3.66 -2.70 1.60
O 1.48 2.32 0.63
H 0.50 1.15 -3.47
```

Löwdin atomic charge list, values in e, 2 entries: atom 1 (C): -0.729, atom 2 (H): 0.077



Record 2
Density functional theory data (the ωB97M-V functional and the def2-TZVPD basis) for a molecular structure, C40H34BrCrN5O8P.

Summary:
Total charge ... +1
Spin multiplicity ... 5
Calculated total energy ... -173611.03844 eV
HOMO level (spin up / spin down) ... -9.425 / -9.426 eV
Kohn-Sham gap (spin up / spin down) ... 5.70 / 3.70 eV
⟨S²⟩ ... 6.09
M ... 875.6 g mol⁻¹

```
90
C40H34BrCrN5O8P (the ωB97M-V functional and the def2-TZVPD basis)
H 1.68 2.75 -1.69
N -1.37 1.08 1.63
C 0.23 -1.80 5.97
H -2.78 4.88 -4.55
C -1.23 -1.97 3.93
H -3.66 1.58 -2.20
C -4.94 1.10 0.90
H 2.99 0.38 -1.56
H -3.14 -1.76 5.71
O 2.00 -4.60 -4.33
Br -1.03 -2.05 1.09
H 6.67 -2.97 0.98
H -1.78 -3.47 -4.53
H -3.65 -2.70 -2.11
O -0.21 1.13 0.98
C 4.38 -0.86 -1.31
H 5.41 -1.80 -2.93
C -3.69 1.42 -1.14
O 2.32 0.69 -0.08
Cr 0.79 -0.49 0.07
C -1.88 1.69 -5.26
C -3.77 1.03 1.62
H -1.84 1.00 -6.09
C -2.40 3.88 -4.39
H -2.78 3.26 -6.41
H -5.89 1.01 1.40
C -4.90 1.28 -0.48
O 2.68 -3.40 -2.10
C -2.54 1.16 0.96
O 1.79 -1.96 -0.67
H -1.01 0.32 -3.85
H 4.99 -1.48 1.97
C 0.34 -1.60 7.33
H 1.66 6.29 0.72
C 3.34 0.29 0.73
C -1.66 -2.34 -2.71
C 6.03 -2.38 0.34
C -2.39 2.97 -5.44
C 1.73 -2.71 -1.69
H -2.94 -1.46 8.13
N -1.25 -3.11 -3.74
H -1.95 4.19 -2.32
C 4.27 -0.76 0.10
H -3.08 -1.06 -1.82
H 2.37 -4.20 -3.49
N 2.79 -0.25 1.98
C 1.17 5.41 0.35
N -0.66 -2.11 -1.89
C -0.78 4.01 0.26
H -1.34 1.04 2.65
C 5.34 -1.74 -1.86
C -3.05 -1.89 -2.52
C -1.94 3.49 -3.15
H -1.80 3.80 0.56
C -0.80 -1.44 8.11
H 2.98 0.28 2.83
N 1.55 -0.74 1.85
C -1.41 1.31 -4.02
O 0.12 -4.65 -5.52
C 0.07 -3.40 -3.56
C -0.41 -1.64 2.90
C -0.11 3.16 -0.61
C 0.43 -2.76 -2.39
H -3.50 -1.59 -3.46
O -0.04 0.47 -1.53
C 5.09 -1.53 0.90
H 1.12 -2.02 5.40
H 6.91 -3.12 -1.47
C 0.85 -0.99 2.93
H 1.31 -1.57 7.80
H 1.21 -0.65 3.90
H -3.79 0.87 2.69
C -2.16 -1.70 6.16
H 3.96 1.16 1.00
C 1.19 3.43 -1.01
C 1.83 4.56 -0.53
H -5.82 1.31 -1.05
O 3.62 -0.14 -2.12
C -0.13 5.14 0.74
C -2.49 1.37 -0.43
C 0.75 -4.28 -4.56
P -0.91 1.68 -1.31
H -2.20 -2.38 3.66
H 2.84 4.77 -0.83
C -2.05 -1.52 7.52
H -0.71 -1.30 9.18
C -1.02 -1.82 5.35
C -1.44 2.21 -2.96
H -0.64 5.80 1.42
C 6.16 -2.47 -1.04
```

Löwdin atomic charge list, values in e, 2 entries: atom 1 (H): 0.119, atom 2 (N): 0.043



Record 3
Density functional theory data (the ωB97M-V functional and the def2-TZVPD basis) for a molecular structure, C40H34Cl4FN8O4S4Ta.

Summary:
Total charge ... +2
Relative energy (zero: lowest compared OMol25 entry of this formula, charge and spin) ... 2.915 eV
Calculated total energy ... -159826.17502 eV
HOMO level ... -9.512 eV
Kohn-Sham gap ... 2.80 eV
M ... 1160.8 g mol⁻¹

```
96
C40H34Cl4FN8O4S4Ta (the ωB97M-V functional and the def2-TZVPD basis)
H -5.61 1.63 3.65
C 2.73 3.12 -0.58
C -3.03 1.90 -2.58
C 2.42 -1.99 -6.82
C 2.93 5.14 -1.95
N -0.66 2.46 4.96
O -0.70 0.77 -1.25
H 0.92 1.32 0.88
C -2.24 -0.62 -7.22
H 1.40 1.80 4.90
O 1.08 -0.73 -3.75
H 2.99 2.63 0.33
H 1.48 2.16 7.24
C 0.31 2.35 2.66
N -0.73 2.05 7.50
C 4.46 -3.78 1.12
S 6.01 -4.26 1.51
C -1.13 3.47 7.16
H -1.96 4.13 5.23
H -1.78 -2.17 -3.01
Cl 3.76 -1.85 -4.47
N 2.23 -3.98 0.47
C 2.70 -8.71 1.07
Ta -0.40 0.52 -3.20
H 1.29 -8.42 -0.49
C -1.14 -1.17 -7.91
H 3.60 4.96 0.10
H 0.72 0.54 7.27
H -2.90 2.99 3.63
H -3.07 0.01 -5.28
H 3.38 6.13 -2.11
N -0.23 -2.13 -1.81
H 3.30 -2.48 -7.22
C 2.29 -2.66 0.75
H 1.85 -5.95 -0.72
H 4.48 -6.20 2.56
C 3.13 4.48 -0.77
C 1.73 3.15 -2.80
Cl 2.03 5.18 -4.51
H -4.58 2.99 -0.76
H -0.26 4.43 5.54
H 2.58 -9.75 1.15
C -1.50 1.58 -0.55
S 0.49 2.59 -3.96
C -2.04 2.70 2.98
C 1.21 -1.07 -5.01
C -2.24 2.39 1.60
H -4.88 3.46 2.35
C 2.23 4.47 -2.99
C -1.03 3.68 5.66
N -1.04 -0.42 -5.14
C 2.05 -7.94 0.10
C 0.09 -1.31 -7.19
H -2.17 3.59 7.50
C -2.22 -0.41 -5.86
H -1.54 1.46 7.10
C 0.57 1.58 6.94
O -3.99 2.51 -2.95
F 1.52 2.94 3.01
C 1.30 -1.82 -7.68
H -5.92 1.03 0.68
C -1.15 1.92 0.78
C -5.91 1.67 1.57
H 4.02 -8.60 2.81
N -1.42 -1.52 -2.34
H -4.59 0.36 2.67
S 1.07 -1.59 1.14
H -1.14 -1.44 -8.95
C 2.38 -6.61 -0.04
H 0.19 0.53 5.11
C -3.68 2.56 -0.30
C 3.36 -6.01 0.75
C -4.67 2.45 1.90
H -0.53 -2.77 -1.04
C -0.78 2.53 3.58
C 0.11 1.79 1.41
C 2.41 -1.62 -5.51
C 0.45 1.58 5.45
H -2.13 -1.25 -1.67
H -0.82 1.90 8.51
H -3.19 -0.61 -7.72
N -3.52 2.33 1.06
Cl 1.39 -2.39 -9.27
H -6.81 2.17 1.86
O -2.30 1.18 -3.49
S 4.00 -2.12 0.95
C 3.86 -6.71 1.82
H -0.44 4.07 7.71
H 0.21 -1.35 -1.25
C 2.06 2.47 -1.59
Cl 1.98 0.71 -1.48
C 0.08 -0.88 -5.79
N 3.42 -4.55 0.72
C -2.68 2.05 -1.12
C -5.10 1.30 2.74
C 3.55 -8.06 1.97
```

Löwdin atomic charge list, values in e, 2 entries: atom 1 (H): 0.124, atom 2 (C): -0.099



Record 4
Density functional theory data (the ωB97M-V functional and the def2-TZVPD basis) for a molecular structure, C40H34ClN6O5S2SeSm.

Summary:
Total charge ... 0
Relative energy (zero: lowest compared OMol25 entry of this formula, charge and spin) ... 0.000 eV
Spin multiplicity ... 6
Calculated total energy ... -178658.10975 eV
HOMO level (spin up / spin down) ... -7.453 / -7.458 eV
Kohn-Sham gap (spin up / spin down) ... 7.43 / 7.45 eV
⟨S²⟩ ... 8.76
M ... 1007.7 g mol⁻¹

```
90
C40H34ClN6O5S2SeSm (the ωB97M-V functional and the def2-TZVPD basis)
H -2.38 0.63 -3.85
H 2.21 -4.10 -3.88
C 2.45 2.32 2.01
H 6.83 0.78 -3.58
H 3.36 2.66 2.52
C 1.61 -2.57 -2.61
C 1.29 -3.77 -3.39
N -0.46 0.33 -1.88
H -1.15 4.58 -4.96
C -3.21 -3.04 5.04
C -4.49 -3.37 5.75
C -3.07 0.36 -0.20
H -2.11 -1.40 2.25
C 3.62 -1.90 1.43
H -5.09 -2.48 5.92
H 1.36 -5.14 -1.70
C -4.34 0.71 0.22
C 5.93 0.56 -1.64
H 1.37 -3.29 0.94
H -2.65 2.65 -5.22
C -0.87 -2.42 3.68
C -0.05 2.47 1.99
N 1.14 2.39 -1.64
C 1.96 3.40 -1.47
H 0.59 -3.46 -4.17
O 0.22 -0.82 1.96
C 4.68 0.85 -3.64
S -1.30 -0.98 -1.78
C -1.86 2.62 -4.49
Cl 0.28 5.12 5.71
H -4.20 -1.96 3.47
O -1.45 -1.76 -2.98
H 2.59 5.39 -2.02
C 0.68 -4.85 -2.50
C -5.46 0.17 -0.41
H 0.45 -5.73 -3.10
C -0.71 1.39 -2.75
C -4.04 -1.07 -1.90
C -1.71 1.46 -3.69
C -1.03 3.69 -4.35
N 2.88 -1.29 0.76
H -6.18 -1.13 -1.96
C 0.19 4.11 4.29
H 0.16 -3.45 5.25
H -4.29 -3.84 6.72
C -2.09 -1.98 3.17
C 0.16 2.50 -2.58
H 0.82 -4.32 2.29
H -5.09 -4.07 5.17
C 0.91 4.71 -3.16
C 4.60 1.03 -5.07
C -5.31 -0.72 -1.47
C -0.80 -3.14 4.85
C 1.31 3.61 3.71
H 6.85 0.46 -1.09
C 5.92 0.73 -3.01
Sm 1.12 0.11 -0.12
H -3.89 -1.75 -2.73
H 2.73 3.27 -0.72
C 3.52 0.78 -2.89
H -4.47 1.41 1.04
H -2.16 2.82 2.20
O -0.20 1.72 0.97
C -2.93 -0.53 -1.26
C 0.01 3.65 -3.38
H -6.45 0.45 -0.08
O -0.66 -1.64 -0.62
H -2.20 0.79 0.28
C 4.71 0.50 -0.96
C -3.25 -2.30 3.85
C 1.22 2.78 2.56
H -1.96 4.24 4.21
C -1.19 3.04 2.63
C 1.88 4.60 -2.21
S 0.62 -2.03 2.79
H 2.55 0.86 -3.36
Se 4.73 -2.85 2.48
H 4.68 0.36 0.11
H 0.82 5.62 -3.76
N 3.54 0.61 -1.57
H -1.93 -4.02 6.45
C -1.07 3.83 3.74
O 2.59 1.59 1.02
C -1.98 -3.45 5.52
N 4.53 1.18 -6.21
H -0.39 -3.50 1.22
C 0.59 -3.44 1.68
H -0.25 -4.49 -2.05
H 2.29 3.83 4.13
N 1.83 -1.66 -1.95
```

Löwdin atomic charge list, values in e, 2 entries: atom 1 (H): 0.104, atom 2 (H): 0.121



Record 5
Density functional theory data (the ωB97M-V functional and the def2-TZVPD basis) for a molecular structure, C40H34GeIN3O2Zr.

Summary:
Total charge ... +3
Spin multiplicity ... 2
Calculated total energy ... -116469.50001 eV
HOMO level (spin up / spin down) ... -15.715 / -15.698 eV
Kohn-Sham gap (spin up / spin down) ... 5.16 / 4.22 eV
⟨S²⟩ ... 0.76
M ... 879.5 g mol⁻¹

```
82
C40H34GeIN3O2Zr (the ωB97M-V functional and the def2-TZVPD basis)
C -0.61 1.05 -1.39
H 2.20 -5.03 3.67
H 5.69 3.79 0.02
H 0.41 -5.33 5.40
H 3.97 4.98 1.32
H 5.11 -2.53 -1.78
H 4.82 -2.51 -4.22
H -7.30 0.57 0.66
C 4.70 3.37 0.10
C -4.23 1.22 -0.59
H -2.71 0.89 3.15
H -2.27 -1.65 -2.63
C -5.61 1.13 -0.53
C -0.98 3.61 -4.72
C -1.55 2.37 -4.75
Zr -0.04 -0.89 1.17
C -1.98 -1.83 3.44
H -4.75 -1.35 3.67
Ge 0.25 1.66 0.39
H 4.07 -4.00 -0.22
C 4.39 2.16 -0.51
H 5.04 -3.05 0.93
H 0.25 4.99 -3.60
C -0.69 1.91 -2.51
H 1.73 4.04 1.57
C 2.14 -3.10 1.68
C 4.16 -2.24 -2.20
C 4.03 -3.24 0.56
N 0.02 -2.69 2.60
H -1.89 2.91 1.29
C -0.91 -2.82 3.55
C -0.82 -3.76 4.58
C 2.46 3.51 0.97
H -0.72 4.04 0.64
C 3.10 -1.89 -1.37
C -0.09 3.18 -2.53
O 3.24 -3.77 1.63
C 0.30 -4.59 4.61
C 1.12 -3.46 2.67
C 1.30 -4.43 3.65
C 1.91 -1.47 -1.94
H 0.82 -1.10 -3.75
H -5.98 -0.13 2.58
H -0.46 3.34 2.24
H -4.08 -0.16 4.83
N 1.98 -2.08 0.88
C 1.75 -1.43 -3.31
N -2.03 -0.97 2.46
C -3.17 -0.06 2.80
C -1.18 -0.21 -1.45
H 3.77 -1.06 0.50
C 3.12 1.63 -0.38
C -5.47 0.21 1.69
H -1.09 4.28 -5.55
C -6.22 0.63 0.61
C 4.00 -2.21 -3.58
H 5.14 1.64 -1.07
I 1.11 0.36 3.46
C 2.14 2.32 0.33
C -0.23 4.02 -3.60
C 3.26 -1.97 0.13
C 3.73 4.05 0.83
C -3.48 0.79 0.49
H -1.17 -0.91 -0.55
H 2.87 0.69 -0.88
C -0.83 3.13 1.23
H 1.09 -1.17 -1.26
O -2.89 -1.78 4.36
H -3.75 1.65 -1.45
C -3.85 -0.80 3.97
H -2.51 -0.15 -4.55
H -1.59 -3.82 5.33
H -2.13 2.04 -5.60
H 2.68 -1.81 -5.21
C -1.85 -0.66 -2.60
C -1.98 0.18 -3.68
H 0.50 3.48 -1.66
H -6.21 1.47 -1.36
C -4.08 0.28 1.64
H -2.39 0.87 0.49
C 2.80 -1.82 -4.14
C -1.42 1.48 -3.66
```

Löwdin atomic charge list, values in e, 2 entries: atom 1 (C): -0.239, atom 2 (H): 0.149